# H3N4O2

A 2-piece molecular cluster, H3N4O2 overall (ωB97M-V/def2-TZVPD, OMol25).

Output
Energy relative to the best compared isomer or geometry (same formula, charge and spin)   15.9 kcal per mole
HOMO-LUMO gap (alpha / beta)   7.149 / 7.119 eV
LUMO level (alpha / beta)   4.62 / 4.62 eV

Structure (ORCA input):
```
! RIJCOSX wB97M-V def2-TZVPD def2/J DEFGRID3
* xyz -1 1
N -3.195 -0.826 -0.461
N 0.306 -0.131 0.794
N -2.962 -1.965 -0.359
N -3.017 0.377 0.075
O -2.109 1.045 -0.512
O -3.929 0.900 0.792
H -0.097 -0.521 1.669
H -0.586 0.041 0.315
H 0.549 0.869 1.030
*
```

Results of the natural (NBO) charge analysis, in e, for atoms 1 through 8: N -0.019; N -1.090; N -0.264; N 0.461; O -0.590; O -0.565; H 0.338; H 0.390

=====

# H3N4P

A single H3N4P molecule (ωB97M-V/def2-TZVPD, OMol25).

Output
Energy relative to the best compared isomer or geometry (same formula, charge and spin)   31.4 kcal per mole
HOMO-LUMO gap (alpha / beta)   7.170 / 7.055 eV
Structure (SMILES)   [H]/N=N/P=N/N
LUMO level (alpha / beta)   -0.19 / -0.20 eV

Structure (ORCA input):
```
! RIJCOSX wB97M-V def2-TZVPD def2/J DEFGRID3
* xyz 0 1
H -3.875 -0.333 1.834
N -3.508 0.262 1.013
N -2.581 -0.020 0.276
P -1.480 -0.254 -0.699
N 0.574 0.207 -0.112
N 1.461 -0.205 -0.837
H 2.037 -1.086 -0.937
H 1.898 0.401 -1.588
*
```

The molecule's natural (NBO) atomic charges, reported in e, are given here: H 0.362; N -0.496; N -0.457; P 0.748; N -0.344; N -0.427; H 0.321; H 0.293

=====

# H3NO2S

A single H3NO2S molecule (ωB97M-V/def2-TZVPD, OMol25).

Output
Energy relative to the best compared isomer or geometry (same formula, charge and spin)   73.9 kcal per mole
HOMO-LUMO gap   9.499 eV
Structure (SMILES)   NOSO
LUMO level   0.82 eV

Structure (ORCA input):
```
! RIJCOSX wB97M-V def2-TZVPD def2/J DEFGRID3
* xyz 0 1
N -1.154 0.333 -0.590
O 0.232 0.904 -0.145
S 1.340 -0.265 -0.225
O 1.301 -1.321 1.008
H -1.143 0.437 -1.598
H -1.903 0.717 -0.224
H 1.327 -0.805 1.774
*
```

The molecule's natural (NBO) atomic charges, reported in e, are given here: N -0.547; O -0.570; S 0.792; O -0.835; H 0.344; H 0.338; H 0.478

=====

# H3NO2S

A 2-piece molecular cluster, H3NO2S overall (ωB97M-V/def2-TZVPD, OMol25).

Output
Energy relative to the best compared isomer or geometry (same formula, charge and spin)   86.0 kcal per mole
HOMO-LUMO gap (alpha / beta)   8.092 / 9.105 eV
LUMO level (alpha / beta)   -0.74 / 0.35 eV

Structure (ORCA input):
```
! RIJCOSX wB97M-V def2-TZVPD def2/J DEFGRID3
* xyz 0 1
N 1.506 0.288 0.454
O -2.049 -0.959 -0.192
O -0.025 0.502 -0.696
S -1.374 0.535 -0.093
H 1.421 1.276 0.648
H 2.100 0.073 -0.476
H -1.579 -1.715 0.353
*
```

The molecule's natural (NBO) atomic charges, reported in e, are given here: N -0.628; O -0.903; O -0.714; S 1.078; H 0.320; H 0.339; H 0.507

=====

# H3NO2S2

A 2-piece molecular cluster, H3NO2S2 overall (ωB97M-V/def2-TZVPD, OMol25).

Output
Energy relative to the best compared isomer or geometry (same formula, charge and spin)   39.0 kcal per mole
HOMO-LUMO gap (alpha / beta)   6.583 / 8.628 eV
LUMO level (alpha / beta)   -1.85 / -0.81 eV

Structure (ORCA input):
```
! RIJCOSX wB97M-V def2-TZVPD def2/J DEFGRID3
* xyz 0 1
N 0.194 -0.917 -0.649
O 1.096 1.865 -0.475
O -0.806 -1.562 1.748
S -2.367 -1.664 1.284
S 0.555 -1.298 0.828
H 0.746 2.703 -0.710
H -0.822 -0.548 -0.705
H 1.404 1.421 -1.321
*
```

The molecule's natural (NBO) atomic charges, reported in e, are given here: N -0.903; O -0.948; O -0.785; S 0.232; S 1.061; H 0.469; H 0.393; H 0.481

=====

# H3NO3S

A single H3NO3S molecule (ωB97M-V/def2-TZVPD, OMol25).

Output
Energy relative to the best compared isomer or geometry (same formula, charge and spin)   38.4 kcal per mole
HOMO-LUMO gap   11.391 eV
Structure (SMILES)   NS(=O)(=O)O
LUMO level   0.25 eV

Structure (ORCA input):
```
! RIJCOSX wB97M-V def2-TZVPD def2/J DEFGRID3
* xyz 0 1
N -0.285 1.199 0.255
S 0.500 -0.206 0.284
O 1.829 -0.219 -0.294
O 0.115 -0.868 1.504
O -0.642 -0.925 -0.771
H -1.371 1.236 0.336
H 0.463 1.761 -0.473
H -0.610 -1.978 -0.841
*
```

The molecule's natural (NBO) atomic charges, reported in e, are given here: N -1.122; S 2.433; O -0.871; O -0.917; O -0.947; H 0.476; H 0.442; H 0.506

=====

# H3NO3Si

H3NO3Si as an isolated structure (ωB97M-V/def2-TZVPD, OMol25).

Output
Energy relative to the best compared isomer or geometry (same formula, charge and spin)   18.9 kcal per mole
HOMO-LUMO gap   9.888 eV
LUMO level   -0.34 eV

Structure (ORCA input):
```
! RIJCOSX wB97M-V def2-TZVPD def2/J DEFGRID3
* xyz 0 1
N 0.660 -1.082 -0.310
O 1.778 -1.464 -0.427
O -0.321 -1.717 -0.733
O -1.515 0.453 -0.006
Si -0.049 0.923 0.509
H -1.457 -0.344 -0.674
H 0.785 1.861 -0.289
H 0.119 1.371 1.931
*
```

The molecule's natural (NBO) atomic charges, reported in e, are given here: N 0.322; O -0.356; O -0.467; O -1.123; Si 1.455; H 0.546; H -0.201; H -0.174

=====

# H3NOP

An isolated ion of composition H3NOP and charge -1 (ωB97M-V/def2-TZVPD, OMol25).

Output
Energy relative to the best compared isomer or geometry (same formula, charge and spin)   123.4 kcal per mole
HOMO-LUMO gap (alpha / beta)   6.869 / 5.883 eV
Structure (SMILES)   [NH-]OP
LUMO level (alpha / beta)   4.85 / 5.08 eV

Structure (ORCA input):
```
! RIJCOSX wB97M-V def2-TZVPD def2/J DEFGRID3
* xyz -1 1
N -1.831 -0.348 -0.401
O -0.654 -0.435 0.204
P 1.239 -0.339 -0.303
H -2.061 0.591 -0.689
H 1.709 -0.654 1.082
H 1.598 1.184 0.106
*
```

The molecule's natural (NBO) atomic charges, reported in e, are given here: N -0.529; O -0.626; P 0.099; H 0.222; H -0.066; H -0.100

=====

# H3NOS

A 2-piece molecular cluster, H3NOS overall (ωB97M-V/def2-TZVPD, OMol25).

Output
Energy relative to the best compared isomer or geometry (same formula, charge and spin)   38.3 kcal per mole
HOMO-LUMO gap (alpha / beta)   7.344 / 7.318 eV
Structure (SMILES)   N=S.O
LUMO level (alpha / beta)   -1.93 / -1.89 eV

Structure (ORCA input):
```
! RIJCOSX wB97M-V def2-TZVPD def2/J DEFGRID3
* xyz 0 1
N 0.477 -1.097 -0.938
S 0.425 -1.430 0.614
H -0.424 -1.148 -1.440
O -1.368 0.791 1.440
H -0.615 0.000 1.550
H -0.813 1.562 1.575
*
```

The molecule's natural (NBO) atomic charges, reported in e, are given here: N -0.688; S 0.368; H 0.356; O -0.922; H 0.423; H 0.463

=====

# H3NP2S

H3NP2S as an isolated structure (ωB97M-V/def2-TZVPD, OMol25).

Output
Energy relative to the best compared isomer or geometry (same formula, charge and spin)   33.1 kcal per mole
HOMO-LUMO gap   7.504 eV
LUMO level   -0.87 eV

Structure (ORCA input):
```
! RIJCOSX wB97M-V def2-TZVPD def2/J DEFGRID3
* xyz 0 1
N 0.652 0.033 -0.503
P 0.105 -1.488 0.059
P -0.336 1.358 -0.069
S -1.898 -0.064 0.555
H 1.540 0.269 -0.191
H -0.521 -1.790 -1.076
H 0.459 1.683 1.224
*
```

The molecule's natural (NBO) atomic charges, reported in e, are given here: N -1.256; P 0.804; P 0.706; S -0.466; H 0.386; H -0.080; H -0.093

=====

# H3O2SSi

An isolated ion of composition H3O2SSi and charge -1 (ωB97M-V/def2-TZVPD, OMol25).

Output
Energy relative to the best compared isomer or geometry (same formula, charge and spin)   22.8 kcal per mole
HOMO-LUMO gap   6.995 eV
LUMO level   4.24 eV

Structure (ORCA input):
```
! RIJCOSX wB97M-V def2-TZVPD def2/J DEFGRID3
* xyz -1 1
O 1.309 -1.886 0.586
O 1.406 -0.657 -1.601
Si -0.468 0.611 0.259
S 0.580 -1.223 -0.560
H -1.458 0.292 1.278
H -0.161 1.760 0.999
H -1.208 1.104 -0.961
*
```

The molecule's natural (NBO) atomic charges, reported in e, are given here: O -1.052; O -1.052; Si 0.438; S 1.283; H -0.207; H -0.213; H -0.198

=====

# H3O2SSi

A 2-piece molecular cluster, H3O2SSi overall (ωB97M-V/def2-TZVPD, OMol25).

Output
Energy relative to the best compared isomer or geometry (same formula, charge and spin)   22.4 kcal per mole
HOMO-LUMO gap   6.726 eV
LUMO level   3.90 eV

Structure (ORCA input):
```
! RIJCOSX wB97M-V def2-TZVPD def2/J DEFGRID3
* xyz -1 1
O 2.379 0.471 0.725
O -2.393 1.600 0.240
Si 1.206 1.013 -0.141
S -1.767 0.250 -0.015
H -1.076 0.182 1.070
H 0.257 2.151 0.118
H 1.485 0.551 -1.533
*
```

The molecule's natural (NBO) atomic charges, reported in e, are given here: O -1.245; O -1.089; Si 1.402; S 0.402; H 0.002; H -0.210; H -0.263